[1]
Computed, not measured: a single C3H8N2O2 molecule in a non-equilibrium geometry, with the ωB97M-V functional and the def2-TZVPD basis.

Cartesian coordinates (Å):
N  2.2725  1.0310  -0.2771
C  2.0709  -0.2331  0.0574
O  2.9136  -1.1462  0.1102
N  0.7278  -0.5414  0.1161
C  -0.4885  0.2158  -0.0837
C  -1.7997  -0.5891  -0.0776
O  -2.9461  0.3200  -0.0526
H  1.5074  1.6444  -0.5338
H  3.2729  1.3486  -0.3499
H  0.6296  -1.4326  0.5960
H  -0.4267  0.7333  -1.0172
H  -0.5797  0.8667  0.6931
H  -1.8698  -1.3808  -0.8442
H  -1.7889  -1.0590  0.9569
H  -3.4952  0.2224  0.7065

- DFT total energy: -10315.65759 eV
- SMILES: NC(=O)NCCO
- Largest force on an atom: 3.71 eV/Å
- HOMO energy: -9.42 eV

[2]
Computed, not measured: 2 unconnected molecules or ions with the total composition C3H9NO2S in a non-equilibrium geometry, with the ωB97M-V functional and the def2-TZVPD basis.

Cartesian coordinates (Å):
C  0.8719  -0.0975  -0.1050
O  1.5237  0.6914  -1.0261
C  -0.5499  0.3145  0.3414
C  -1.2202  -0.7794  1.1867
S  -0.8177  -0.9482  2.9954
N  -0.7546  1.6215  0.9778
H  0.8563  -1.1549  -0.4233
H  1.4397  -0.1599  0.8581
H  -1.1529  0.3250  -0.5702
H  -0.9664  -1.7483  0.7114
H  -2.3182  -0.6268  1.0881
H  -0.7059  1.4458  1.9917
H  0.0802  2.2107  0.9235
H  1.5074  0.0022  -2.1660
H  0.6817  -0.7039  -3.5598
O  1.5248  -0.3922  -3.2238

- Charge: -2
- DFT total energy: -19675.61055 eV
- Largest force on an atom: 1.66 eV/Å
- HOMO energy: 0.46 eV

[3]
Computed, not measured: a molecular structure, C30H50N7OSSbSi3Tl, with the ωB97M-V functional and the def2-TZVPD basis.

Cartesian coordinates (Å):
Tl  0.1150  1.7490  -1.3994
C  -1.7761  -0.2360  3.6564
Sb  -1.6446  -0.0910  1.5093
C  -0.1314  1.3585  1.3621
C  1.2331  0.8159  1.3400
C  2.1173  0.9606  2.4226
C  3.3769  0.4005  2.3555
C  3.7613  -0.2761  1.2007
C  2.8706  -0.3041  0.1467
N  1.6489  0.2244  0.2119
Si  -0.3640  3.1533  1.8432
C  1.1433  3.9762  1.0324
C  -1.8636  3.9613  1.0134
C  -0.4415  3.5669  3.6879
C  -2.3356  -2.0956  0.8404
C  -1.7813  -2.2603  -0.5356
C  -2.3130  -3.1737  -1.4512
C  -1.6390  -3.4309  -2.6284
C  -0.4385  -2.7800  -2.8747
C  -0.0002  -1.8622  -1.9397
N  -0.6625  -1.5910  -0.8134
Si  -1.2821  -3.3266  1.9299
C  -1.1455  -4.9539  0.9851
C  -2.0805  -3.6635  3.6063
C  0.4747  -2.6639  2.1214
Si  -4.2574  -2.3001  0.9455
C  -4.7110  -4.1373  1.0131
C  -5.0504  -1.5484  -0.5991
C  -4.9502  -1.5376  2.5262
H  -1.6402  0.7801  4.0208
H  -0.9660  -0.8618  4.0271
H  -2.7327  -0.6200  4.0040
H  1.7773  1.4728  3.3130
H  4.0561  0.4718  3.1956
H  4.7310  -0.7464  1.1224
H  3.1466  -0.7559  -0.7997
H  1.1427  3.8332  -0.0517
H  2.0859  3.5767  1.4088
H  1.1418  5.0519  1.2191
H  -2.0192  3.5804  0.0024
H  -1.6927  5.0359  0.9295
H  -2.7862  3.8304  1.5781
H  0.5098  3.4044  4.1967
H  -1.2014  2.9658  4.1916
H  -0.7106  4.6163  3.8249
H  -3.2407  -3.6806  -1.2271
H  -2.0309  -4.1449  -3.3406
H  0.1359  -2.9745  -3.7690
H  0.9414  -1.3384  -2.0751
H  -2.1154  -5.3499  0.6812
H  -0.6691  -5.7025  1.6214
H  -0.5306  -4.8435  0.0905
H  -2.9982  -4.2436  3.5055
H  -2.3133  -2.7669  4.1787
H  -1.3900  -4.2614  4.2053
H  0.9054  -2.4523  1.1432
H  1.1077  -3.4069  2.6095
H  0.5405  -1.7460  2.7123
H  -4.6189  -4.6400  0.0492
H  -5.7554  -4.2294  1.3190
H  -4.1114  -4.6930  1.7336
H  -5.3171  -2.3212  -1.3208
H  -4.3878  -0.8487  -1.1059
H  -5.9689  -1.0173  -0.3425
H  -4.7088  -2.1406  3.4032
H  -6.0391  -1.5012  2.4508
H  -4.6092  -0.5216  2.7045
O  -2.5473  0.7412  -0.6389
N  -3.4754  1.4891  -1.0360
C  -4.3715  2.0323  -0.2437
C  -5.3942  2.8765  -0.7492
N  -6.2208  3.5826  -1.1175
C  -4.1056  1.7492  1.1077
N  -3.4058  1.2333  1.8742
C  4.9672  4.2360  -2.5378
N  5.2215  3.1613  -3.4826
C  5.9403  3.5746  -4.6807
C  4.4840  2.0272  -3.4514
S  3.0946  1.9036  -2.5122
N  4.9384  0.9933  -4.2151
C  6.3632  0.6940  -4.2875
C  4.0865  -0.1481  -4.4891
H  5.8807  4.8202  -2.4270
H  4.6846  3.8189  -1.5767
H  4.1604  4.8892  -2.8813
H  5.5512  4.5405  -5.0093
H  5.7966  2.8545  -5.4806
H  7.0089  3.6860  -4.4856
H  6.9408  1.4639  -3.7858
H  6.6950  0.6095  -5.3239
H  6.5551  -0.2579  -3.7845
H  3.0517  0.1743  -4.5385
H  4.1768  -0.9181  -3.7150
H  4.3819  -0.5727  -5.4496

- Charge: +1
- DFT total energy: -90091.45732 eV
- Largest force on an atom: 0.91 eV/Å
- HOMO energy: -9.81 eV

[4]
Computed, not measured: a single C7H10O molecule in a non-equilibrium geometry, with the ωB97M-V functional and the def2-TZVPD basis.

Cartesian coordinates (Å):
C  -1.2896  -0.4320  0.9281
C  -0.5767  -1.5515  0.5873
C  0.8721  -0.9367  0.2336
C  1.0126  -0.4421  -1.2498
O  -0.1019  0.2228  -1.7454
C  -0.7121  1.3598  -0.8965
C  -0.5453  0.8250  0.6695
C  0.8141  0.2921  1.1278
H  -2.3865  -0.5192  0.8338
H  -0.9643  -2.5292  0.6748
H  1.6693  -1.7436  0.4373
H  1.1530  -1.3662  -1.9842
H  1.8396  0.1147  -1.3314
H  -0.4086  2.5732  -1.0606
H  -1.7007  1.4483  -1.4111
H  -1.0420  1.7364  1.2248
H  1.5022  0.9320  0.7725
H  0.8648  0.0162  2.1896

- DFT total energy: -9464.75121 eV
- SMILES: C1=C[C@H]2COC[C@@H]1C2
- Largest force on an atom: 5.36 eV/Å
- HOMO energy: -8.80 eV

[5]
Computed, not measured: a single C3H5ClF2 molecule in a non-equilibrium geometry, with the ωB97M-V functional and the def2-TZVPD basis.

Cartesian coordinates (Å):
C  2.2151  0.3119  0.0147
C  0.8524  -0.2383  -0.3715
F  0.8855  -1.5435  0.1296
C  -0.2833  0.4980  0.3174
F  -0.3201  1.8356  -0.0708
Cl  -1.7559  -0.4449  -0.0379
H  2.0513  1.3449  -0.2231
H  2.3606  0.3354  1.1007
H  2.9766  -0.3886  -0.4157
H  0.6825  -0.2316  -1.4731
H  -0.0148  0.4443  1.3617

- DFT total energy: -21149.00987 eV
- SMILES: C[C@@H](F)[C@@H](F)Cl
- Largest force on an atom: 1.90 eV/Å
- HOMO energy: -11.23 eV

[6]
Computed, not measured: 2 unconnected molecules or ions with the total composition C2H8N3O, with the ωB97M-V functional and the def2-TZVPD basis.

Cartesian coordinates (Å):
N  0.2420  0.3715  -1.9919
C  0.6275  -0.9409  -1.5460
O  -0.3092  -1.6370  -0.7796
H  -0.6417  0.3225  -2.4736
H  0.1133  0.9568  -1.1577
H  0.8559  -1.5656  -2.4194
H  1.5636  -0.8261  -0.9847
N  -0.6410  -0.5131  1.6427
C  -0.3198  0.7480  1.8688
N  0.1234  1.5961  0.9716
H  -1.1067  -0.9153  2.4481
H  -0.4839  -1.1518  0.0907
H  -0.4025  1.1052  2.8997
H  0.3788  2.4496  1.4313

- Charge: -1
- DFT total energy: -8722.17980 eV
- Largest force on an atom: 0.66 eV/Å
- HOMO energy: -3.22 eV

| no. | LUMO energy (hartree) |
| --- | --- |
| 1 | 0.0245 |
| 2 | 0.2254 |
| 3 | -0.1338 |
| 4 | 0.0367 |
| 5 | 0.0389 |
| 6 | 0.1646 |